# C2H5O2S2

A cluster of 2 separate species, C2H5O2S2 in total (ωB97M-V with the def2-TZVPD basis set, OMol25).

* gap between HOMO and LUMO: 0.2616 hartree
* 2S+1: 1
* charge: -1

Each line ends with the natural charge from an NBO analysis.
CARTESIAN COORDINATES (ANGSTROEM)
1 C -0.947 1.088 1.267  -0.7532
2 S -2.051 -0.244 0.738  0.0738
3 S -1.021 -1.916 1.362  -0.1714
4 H -1.274 1.503 2.220  0.1907
5 H -0.858 1.793 0.450  0.2482
6 H 0.043 0.673 1.422  0.2662
7 H -0.526 -2.274 0.184  0.1402
8 O 1.637 0.275 -3.098  -0.7766
9 C 1.668 -0.136 -1.928  0.6270
10 O 1.167 0.359 -0.894  -0.8218
11 H 2.163 -1.121 -1.723  -0.0231

Forces on the atoms, in the same order (eV/Å):
0.3 -0.3 0.2
0.1 -0.2 0.3
-0.5 0.1 0.3
-0.2 0.2 -0.2
-0.1 0.3 0.0
0.1 -0.1 -0.3
0.4 0.0 -0.4
0.2 0.0 -0.2
-0.5 0.0 0.3
-0.1 0.3 0.3
0.3 -0.2 -0.3

***

# C8H10FeN2S

A structure of composition C8H10FeN2S at a distorted geometry (ωB97M-V with the def2-TZVPD basis set, OMol25).

* gap between HOMO and LUMO (alpha / beta): 0.2399 / 0.2632 hartree
* 2S+1: 6
* charge: -1

Each line ends with the natural charge from an NBO analysis.
CARTESIAN COORDINATES (ANGSTROEM)
1 C -0.441 0.897 -1.769  -0.3642
2 C 0.968 1.084 -1.551  -0.3126
3 C 1.140 1.918 -0.399  -0.3631
4 C -0.155 2.278 0.083  -0.3090
5 C -1.139 1.653 -0.756  -0.3612
6 Fe -0.009 -0.019 0.101  1.1467
7 N -1.243 -1.224 0.076  -0.8326
8 C -0.357 -2.328 -0.291  -0.2432
9 C 0.983 -1.601 -0.429  -0.8378
10 H 2.101 2.314 -0.029  0.2308
11 H 1.772 0.747 -2.222  0.2272
12 H -0.364 3.005 0.884  0.2365
13 H -2.222 1.871 -0.750  0.2294
14 H -0.897 0.480 -2.684  0.2296
15 H 1.320 -1.699 -1.452  0.1836
16 H -0.308 -3.145 0.428  0.1649
17 H -2.197 -1.562 0.283  0.3497
18 H 1.699 -2.012 0.271  0.2032
19 H -0.714 -2.740 -1.217  0.1563
20 S 0.063 0.081 2.307  -0.3192
21 C 0.006 0.007 3.963  0.1001
22 N -0.005 -0.006 5.153  -0.5149

Forces on the atoms, in the same order (eV/Å):
0.2 1.9 -1.0
-0.2 1.2 -0.7
-0.1 0.6 -0.7
-0.2 0.5 -0.9
0.4 1.3 -0.9
1.4 1.8 0.9
-4.5 -3.9 0.2
0.2 0.5 0.2
1.1 -2.3 -0.6
-0.7 -0.6 -0.1
-0.5 -0.1 0.6
0.1 -0.8 -0.3
0.8 -0.5 0.3
0.3 -0.1 0.9
0.5 0.1 -0.2
-0.2 0.0 0.4
0.5 0.5 -0.1
0.4 0.0 0.0
0.0 -0.5 -0.8
0.5 0.2 2.8
0.1 0.1 2.7
-0.1 -0.1 -2.8

***

# C18H43BNO3

A cluster of 3 separate species, C18H43BNO3 in total at a distorted geometry (ωB97M-V with the def2-TZVPD basis set, OMol25).

* gap between HOMO and LUMO: 0.1773 hartree
* 2S+1: 1
* charge: -1

Each line ends with the natural charge from an NBO analysis.
CARTESIAN COORDINATES (ANGSTROEM)
1 C 2.388 -2.437 4.122  -0.2502
2 O 1.061 -2.775 3.820  -0.5499
3 C 0.838 -2.908 2.409  -0.0699
4 C 1.393 -4.219 1.830  -0.4355
5 C 2.280 -4.083 0.577  -0.4012
6 C 3.292 -2.944 0.566  -0.2072
7 N 4.345 -3.220 -0.398  -1.1028
8 B 5.200 -2.124 -0.570  1.1408
9 O 6.550 -2.196 -0.150  -0.9469
10 O 4.839 -0.878 -1.170  -0.7615
11 C 4.640 0.161 -0.231  -0.2351
12 H 2.663 -1.467 3.699  0.1630
13 H 3.102 -3.170 3.746  0.1717
14 H 2.505 -2.394 5.201  0.1729
15 H -0.246 -2.909 2.320  0.1712
16 H 1.214 -2.026 1.891  0.1756
17 H 1.888 -4.780 2.620  0.1999
18 H 0.530 -4.819 1.540  0.1899
19 H 1.631 -3.969 -0.291  0.1803
20 H 2.838 -5.003 0.417  0.2097
21 H 3.683 -2.740 1.575  0.1211
22 H 2.737 -2.037 0.243  0.1211
23 H 6.519 -2.889 0.532  0.4796
24 H 3.575 0.183 0.015  0.1509
25 H 5.161 -0.070 0.701  0.1648
26 H 4.967 1.126 -0.616  0.1560
27 C -0.924 3.136 -3.820  -0.6089
28 C -0.417 2.756 -2.432  -0.3984
29 C 1.021 2.237 -2.429  -0.3968
30 C 1.246 0.956 -3.232  -0.4021
31 C 0.389 -0.233 -2.802  -0.3964
32 C 0.656 -0.677 -1.368  -0.6222
33 H -0.948 2.275 -4.490  0.2026
34 H -1.938 3.538 -3.764  0.2004
35 H -0.286 3.900 -4.272  0.1968
36 H -1.086 2.014 -1.990  0.1950
37 H -0.469 3.637 -1.786  0.1945
38 H 1.337 2.078 -1.395  0.2067
39 H 1.679 3.017 -2.827  0.1945
40 H 2.300 0.677 -3.148  0.2228
41 H 1.072 1.156 -4.295  0.1878
42 H 0.600 -1.069 -3.473  0.2066
43 H -0.676 -0.002 -2.929  0.1762
44 H 1.707 -0.945 -1.240  0.2374
45 H 0.055 -1.553 -1.119  0.2074
46 H 0.409 0.107 -0.648  0.1885
47 C -5.947 3.645 1.051  -0.6093
48 C -5.833 2.133 0.882  -0.3977
49 C -4.879 1.479 1.880  -0.3961
50 C -3.425 1.943 1.780  -0.3972
51 C -2.779 1.743 0.410  -0.4015
52 C -2.699 0.281 -0.018  -0.6122
53 H -4.993 4.144 0.875  0.2029
54 H -6.669 4.058 0.345  0.2047
55 H -6.283 3.899 2.059  0.1977
56 H -5.525 1.902 -0.141  0.1960
57 H -6.824 1.689 1.010  0.1966
58 H -4.925 0.394 1.754  0.2023
59 H -5.237 1.679 2.896  0.1958
60 H -2.838 1.403 2.530  0.2054
61 H -3.359 3.000 2.053  0.1948
62 H -1.767 2.154 0.443  0.2081
63 H -3.316 2.319 -0.350  0.1893
64 H -2.133 -0.306 0.708  0.2111
65 H -2.196 0.193 -0.981  0.2139
66 H -3.690 -0.165 -0.122  0.1948

Forces on the atoms, in the same order (eV/Å):
0.2 0.0 0.0
-0.1 0.0 -0.1
-0.1 -0.3 0.4
-0.1 0.2 -0.5
-0.2 0.0 0.5
0.0 0.0 -1.7
0.4 0.4 1.1
-0.4 -1.2 -0.4
0.2 0.3 0.5
0.1 0.6 0.2
-0.2 -0.9 -0.1
0.0 0.1 -0.1
0.1 -0.1 -0.1
-0.2 0.0 0.1
-0.1 0.1 0.0
0.2 0.1 -0.1
0.2 0.1 0.2
-0.1 -0.3 0.1
0.0 0.0 -0.2
0.1 -0.2 0.0
-0.1 -0.1 0.3
-0.1 0.2 0.5
0.1 0.1 -0.7
-0.1 0.4 0.1
0.2 0.3 0.1
0.1 0.1 -0.1
-0.1 0.0 0.1
0.1 0.1 -0.1
0.0 0.0 0.0
0.0 0.0 -0.1
0.0 0.0 0.1
0.0 0.0 -0.1
0.0 0.0 0.0
0.0 0.0 0.0
0.0 0.0 0.0
0.0 0.0 0.0
0.0 0.0 0.0
0.0 0.0 0.0
0.0 0.0 0.0
0.0 0.0 0.0
0.0 0.0 0.0
0.0 0.0 0.0
0.0 0.0 0.0
0.0 0.0 0.0
0.0 0.0 0.1
0.0 0.0 0.0
0.0 -0.1 -0.1
0.0 0.1 0.1
0.0 0.0 0.0
0.0 0.1 0.0
0.0 -0.1 0.1
0.0 0.1 -0.1
0.0 0.0 0.0
0.0 0.0 0.0
0.0 0.0 0.0
0.0 0.0 0.0
0.0 0.0 0.0
0.0 0.0 0.0
0.0 0.0 0.0
0.0 0.0 0.0
0.0 0.0 0.0
0.0 0.0 0.0
0.0 0.0 0.0
0.0 0.0 0.0
0.0 -0.1 0.0
0.0 0.0 0.0

***

# C4H15N2O

A cluster of 2 separate species, C4H15N2O in total at a distorted geometry (ωB97M-V with the def2-TZVPD basis set, OMol25).

* gap between HOMO and LUMO (alpha / beta): 0.4545 / 0.2482 hartree
* 2S+1: 2
* charge: +2

Each line ends with the natural charge from an NBO analysis.
CARTESIAN COORDINATES (ANGSTROEM)
1 N -1.336 -0.706 0.447  -0.7032
2 C 0.107 -0.266 0.503  -0.0408
3 C 0.995 -1.477 0.941  -0.6235
4 C 0.460 0.284 -0.936  -0.3143
5 N 1.883 0.190 -1.118  -0.0828
6 C 2.658 1.333 -0.541  -0.4863
7 H -1.977 0.050 0.128  0.4812
8 H -1.459 -0.995 1.423  0.4685
9 H -1.628 -1.445 -0.203  0.4529
10 H 0.260 0.542 1.243  0.2483
11 H 0.887 -2.309 0.224  0.2388
12 H 1.991 -1.049 0.971  0.2429
13 H 0.568 -1.867 1.873  0.2570
14 H 0.028 1.295 -1.052  0.2944
15 H -0.069 -0.483 -1.487  0.2386
16 H 2.042 0.131 -2.135  0.4410
17 H 2.796 2.139 -1.269  0.3123
18 H 3.712 1.161 -0.277  0.3159
19 H 2.055 1.710 0.272  0.2309
20 H -4.631 0.179 0.591  0.5154
21 H -3.865 1.278 -0.023  0.4915
22 O -3.737 0.573 0.626  -0.9786

Forces on the atoms, in the same order (eV/Å):
0.6 1.1 0.2
1.0 -0.3 -0.5
-1.8 0.7 -1.0
-1.0 -2.2 2.6
0.2 4.2 -2.1
-0.3 -0.8 0.5
-0.4 -0.1 1.3
-1.3 0.0 -0.3
0.8 -0.5 0.3
-0.8 -0.5 -0.2
0.4 0.4 0.0
0.3 -0.7 0.6
0.8 0.3 0.2
0.6 -0.2 -0.3
0.4 0.3 -1.4
0.9 -1.2 0.3
-0.5 -0.2 -0.7
-0.3 -0.7 0.2
0.3 0.1 0.4
0.5 -0.2 0.4
0.1 0.4 0.2
-0.6 0.0 -0.8

***

Copy entry 2 word for word.
# C8H10FeN2S

A structure of composition C8H10FeN2S at a distorted geometry (ωB97M-V with the def2-TZVPD basis set, OMol25).

* gap between HOMO and LUMO (alpha / beta): 0.2399 / 0.2632 hartree
* 2S+1: 6
* charge: -1

Each line ends with the natural charge from an NBO analysis.
CARTESIAN COORDINATES (ANGSTROEM)
1 C -0.441 0.897 -1.769  -0.3642
2 C 0.968 1.084 -1.551  -0.3126
3 C 1.140 1.918 -0.399  -0.3631
4 C -0.155 2.278 0.083  -0.3090
5 C -1.139 1.653 -0.756  -0.3612
6 Fe -0.009 -0.019 0.101  1.1467
7 N -1.243 -1.224 0.076  -0.8326
8 C -0.357 -2.328 -0.291  -0.2432
9 C 0.983 -1.601 -0.429  -0.8378
10 H 2.101 2.314 -0.029  0.2308
11 H 1.772 0.747 -2.222  0.2272
12 H -0.364 3.005 0.884  0.2365
13 H -2.222 1.871 -0.750  0.2294
14 H -0.897 0.480 -2.684  0.2296
15 H 1.320 -1.699 -1.452  0.1836
16 H -0.308 -3.145 0.428  0.1649
17 H -2.197 -1.562 0.283  0.3497
18 H 1.699 -2.012 0.271  0.2032
19 H -0.714 -2.740 -1.217  0.1563
20 S 0.063 0.081 2.307  -0.3192
21 C 0.006 0.007 3.963  0.1001
22 N -0.005 -0.006 5.153  -0.5149

Forces on the atoms, in the same order (eV/Å):
0.2 1.9 -1.0
-0.2 1.2 -0.7
-0.1 0.6 -0.7
-0.2 0.5 -0.9
0.4 1.3 -0.9
1.4 1.8 0.9
-4.5 -3.9 0.2
0.2 0.5 0.2
1.1 -2.3 -0.6
-0.7 -0.6 -0.1
-0.5 -0.1 0.6
0.1 -0.8 -0.3
0.8 -0.5 0.3
0.3 -0.1 0.9
0.5 0.1 -0.2
-0.2 0.0 0.4
0.5 0.5 -0.1
0.4 0.0 0.0
0.0 -0.5 -0.8
0.5 0.2 2.8
0.1 0.1 2.7
-0.1 -0.1 -2.8

***

> Number 4 is which compound?

C4H15N2O

***

> Among the records above, which one has the highest charge?

C4H15N2O